1.
{"formula": "C17H28ClHfN6O6", "method": "ωB97M-V/def2-TZVPD", "symbols": ["Hf", "O", "C", "O", "C", "C", "C", "C", "C", "O", "C", "C", "O", "O", "H", "H", "H", "H", "H", "H", "H", "H", "Cl", "C", "H", "H", "C", "N", "C", "N", "O", "H", "H", "H", "H", "H", "H", "C", "N", "C", "N", "C", "N", "C", "N", "C", "C", "H", "H", "H", "H", "H", "H", "H", "H", "H", "H", "H", "H"], "positions_angstrom": [[-0.0625, -0.4953, -0.2102], [0.3950, 2.0787, -0.2911], [-0.2594, 1.7526, 0.6863], [-1.3083, 0.9406, 0.5094], [0.2928, 1.8707, 2.0967], [-0.4848, 0.9219, 3.0123], [-0.0844, 1.0404, 4.4721], [1.2933, 0.3448, 4.4868], [1.4694, -0.0094, 3.0231], [0.1103, -0.3518, 2.5860], [1.7589, 1.2397, 2.1747], [2.4177, 0.8162, 0.8630], [3.3817, 1.3211, 0.3946], [1.8019, -0.2926, 0.3178], [0.2921, 2.9144, 2.4096], [-1.5507, 0.9023, 2.8236], [-0.8003, 0.5147, 5.1003], [-0.0530, 2.0803, 4.7961], [1.2841, -0.5498, 5.1059], [2.1010, 0.9880, 4.8335], [2.1367, -0.8408, 2.8258], [2.4537, 1.9204, 2.6604], [0.0639, -1.2462, -3.5979], [0.3671, 0.0587, -2.3342], [-0.2275, 0.9134, -2.6552], [1.4107, 0.3362, -2.4724], [-4.3488, -0.5458, -3.4193], [-3.1286, -0.8822, -2.7037], [-3.0524, -1.0132, -1.3897], [-4.1366, -0.8301, -0.6247], [-1.9516, -1.3305, -0.8282], [-4.1440, -0.5966, -4.4842], [-4.6795, 0.4660, -3.1809], [-5.1415, -1.2608, -3.1953], [-2.2520, -1.0283, -3.1969], [-5.0099, -0.5070, -1.0009], [-4.0134, -0.8424, 0.3724], [-0.9269, -3.4663, 0.9401], [-0.6998, -4.8781, 1.1139], [-0.4505, -5.4851, -0.1985], [0.7270, -4.9010, -0.8477], [0.5080, -3.4873, -1.0329], [0.2555, -2.7701, 0.2881], [1.4552, -3.0644, 1.1724], [1.6739, -4.4781, 1.3399], [0.4865, -5.0790, 1.9495], [1.8882, -5.0942, 0.0265], [-1.0830, -2.9857, 1.9080], [-1.7933, -3.3040, 0.3054], [-1.3229, -5.3368, -0.8362], [-0.2903, -6.5546, -0.0684], [-0.3634, -3.3251, -1.6660], [1.3825, -3.0312, -1.5008], [1.2440, -2.6096, 2.1384], [2.3227, -2.5912, 0.7189], [0.3169, -4.6292, 2.9289], [0.6554, -6.1473, 2.0790], [2.0613, -6.1614, 0.1588], [2.7681, -4.6522, -0.4420]], "lowdin_charge": [1.7116, 0.0978, -0.5513, -0.1487, -0.0632, -0.2427, -0.0792, -0.0812, -0.2434, -0.1197, -0.0639, -0.4990, 0.1778, -0.2243, 0.1723, 0.1556, 0.1224, 0.1281, 0.1236, 0.1280, 0.1492, 0.1640, 0.4925, -0.6352, 0.0080, 0.0115, -0.0389, 0.0555, -0.5387, 0.2337, -0.1646, 0.0992, 0.0976, 0.0961, 0.0605, 0.1120, 0.1298, -0.1616, -0.0791, -0.1446, -0.0757, -0.1836, -0.1657, -0.1639, -0.0763, -0.1487, -0.1424, 0.1325, 0.1110, 0.1336, 0.1340, 0.0968, 0.1246, 0.1115, 0.1273, 0.1335, 0.1339, 0.1342, 0.1362], "de_lowest_kcal_mol": 17.41, "gap_ha": 0.3388, "total_charge": 1, "fmax_ev_per_a": 1.9}

2.
{"formula": "C8H10", "method": "ωB97M-V/def2-TZVPD", "symbols": ["C", "C", "C", "C", "C", "C", "C", "C", "H", "H", "H", "H", "H", "H", "H", "H", "H", "H"], "positions_angstrom": [[2.8776, 0.4196, -0.4076], [1.9168, -0.5905, 0.3679], [0.3935, -0.2709, 0.1591], [-0.5000, -1.2428, -0.0156], [-1.8472, -1.0030, -0.1962], [-2.3280, 0.2678, -0.1118], [-1.4423, 1.2375, 0.0829], [-0.0395, 1.0622, 0.1922], [2.4896, 0.3949, -1.4038], [3.7725, 0.0792, -0.5732], [2.6324, 1.3442, 0.0754], [2.1978, -1.3888, -0.0620], [2.0665, -0.6011, 1.5577], [-0.2035, -2.2311, -0.0162], [-2.4194, -1.7982, -0.1696], [-3.5867, 0.6759, -0.2567], [-1.9135, 2.2922, -0.0457], [0.7785, 1.9539, 0.4688]], "lowdin_charge": [-0.0582, -0.1444, -0.2506, -0.0634, -0.0853, -0.1450, -0.1573, -0.0267, 0.0760, 0.0056, 0.0449, 0.0102, 0.1601, 0.0976, 0.0538, 0.1922, 0.1260, 0.1644], "de_lowest_kcal_mol": 77.66, "gap_ha": 0.3766, "total_charge": 0, "smiles": "CCc1ccccc1", "fmax_ev_per_a": 7.9}

3.
{"formula": "C5H12N2O2", "method": "ωB97M-V/def2-TZVPD", "symbols": ["C", "C", "C", "C", "N", "C", "N", "O", "O", "H", "H", "H", "H", "H", "H", "H", "H", "H", "H", "H", "H"], "positions_angstrom": [[0.6097, 1.0361, 0.4718], [-0.0277, 0.1605, -0.6081], [1.2089, 0.1921, 1.5983], [1.6656, 1.9403, -0.1704], [-1.1170, -0.6867, -0.0951], [-1.6640, -1.6858, -1.1453], [-1.2176, -2.7736, -0.5439], [-2.1755, 0.1070, 0.4162], [-2.3530, -1.3404, -2.0756], [-2.7258, 0.3071, -0.3644], [-0.1805, 1.6646, 0.8910], [-1.3884, -3.6843, -0.9496], [-0.8333, -1.9323, 0.3606], [-0.4271, 0.7716, -1.4249], [0.7115, -0.5291, -1.0261], [0.4487, -0.4162, 2.0894], [1.2358, 2.5622, -0.9585], [1.9860, -0.4747, 1.2140], [1.6630, 0.8320, 2.3567], [2.1090, 2.6022, 0.5749], [2.4718, 1.3473, -0.6110]], "lowdin_charge": [-0.4192, -0.1412, -0.0712, -0.0783, -0.1792, -0.5820, 0.1170, 0.0128, 0.0716, 0.1098, 0.1304, 0.0906, 0.1914, 0.1345, 0.1410, 0.0724, 0.0775, 0.0836, 0.0784, 0.0781, 0.0821], "de_lowest_kcal_mol": 82.70, "gap_ha": 0.3976, "total_charge": 0, "fmax_ev_per_a": 0.9}

4.
{"formula": "C5H9FN2", "method": "ωB97M-V/def2-TZVPD", "symbols": ["C", "N", "N", "C", "C", "C", "C", "F", "H", "H", "H", "H", "H", "H", "H", "H", "H"], "positions_angstrom": [[1.6016, -1.7392, -0.0667], [1.5815, -0.5828, 0.4225], [1.3908, 0.4258, -0.5413], [0.8135, 1.6544, -0.0407], [0.0133, 0.7740, -0.9259], [-1.2033, 0.0356, -0.4376], [-1.4139, -0.1034, 1.0640], [-1.1771, -1.2401, -1.0099], [1.7657, -2.6015, 0.6290], [1.4213, -1.9648, -1.1105], [1.2478, 2.5810, -0.4299], [0.5662, 1.6374, 1.0303], [-0.0652, 1.0075, -1.9855], [-2.0509, 0.5459, -0.8705], [-2.3190, -0.7392, 1.2238], [-0.5521, -0.5615, 1.5475], [-1.6199, 0.8708, 1.5013]], "lowdin_charge": [-0.0507, -0.0247, -0.0812, -0.0939, -0.2148, -0.3491, -0.0422, -0.0354, 0.0857, 0.0784, 0.1074, 0.1105, 0.1370, 0.1342, 0.0960, 0.0640, 0.0789], "de_lowest_kcal_mol": 56.32, "gap_ha": 0.3716, "total_charge": 0, "smiles": "C=NN1C[C@@H]1[C@H](C)F", "fmax_ev_per_a": 1.7}

5.
{"formula": "C2H4FN", "method": "ωB97M-V/def2-TZVPD", "symbols": ["C", "C", "N", "F", "H", "H", "H", "H"], "positions_angstrom": [[-1.5845, 0.2721, 0.7123], [1.6402, -0.6907, -0.0730], [-1.8202, 1.4276, 0.3469], [-1.0711, -0.6878, -0.0873], [1.4667, -1.7303, 0.1485], [1.8433, 0.0386, 0.7183], [1.4436, -0.3273, -1.0938], [-1.9180, 1.6978, -0.6719]], "lowdin_charge": [-0.1798, 0.0531, 0.0828, -0.0148, -0.0219, -0.0102, -0.0082, 0.0991], "de_lowest_kcal_mol": 108.45, "gap_ha": [0.2628, 0.3904], "total_charge": 0, "fmax_ev_per_a": 2.9}

6.
{"formula": "C35H55FIN5O11", "method": "ωB97M-V/def2-TZVPD", "symbols": ["C", "O", "C", "C", "C", "C", "C", "C", "O", "F", "C", "C", "O", "C", "C", "O", "C", "C", "C", "O", "C", "C", "C", "C", "C", "I", "C", "O", "H", "H", "H", "H", "H", "H", "H", "H", "H", "H", "H", "H", "H", "H", "H", "H", "H", "H", "H", "H", "C", "N", "C", "C", "O", "H", "H", "H", "H", "H", "H", "H", "C", "N", "C", "C", "O", "H", "H", "H", "H", "H", "H", "H", "C", "N", "C", "C", "O", "H", "H", "H", "H", "H", "H", "H", "C", "N", "C", "C", "O", "H", "H", "H", "H", "H", "H", "H", "C", "N", "C", "C", "O", "H", "H", "H", "H", "H", "H", "H"], "positions_angstrom": [[0.2463, 7.5713, 2.8993], [0.1582, 6.1653, 3.0660], [1.3427, 5.4814, 2.6949], [1.0012, 4.2889, 1.8357], [-0.0459, 4.4251, 0.9384], [-0.4230, 3.4307, 0.0527], [-1.5558, 3.7737, -0.8909], [-1.1211, 3.7690, -2.3236], [-0.0079, 3.7491, -2.7342], [-2.1683, 3.8750, -3.1828], [0.2590, 2.2193, 0.0393], [-0.0403, 1.1381, -0.9665], [-1.4267, 1.0372, -1.3195], [-2.2254, 0.5189, -0.3568], [-3.6665, 0.5076, -0.7555], [-1.7883, 0.0967, 0.6803], [1.3188, 2.0654, 0.9357], [1.6953, 3.0851, 1.8229], [2.8830, 2.8359, 2.7038], [2.9851, 3.2788, 3.8240], [3.9426, 1.9854, 2.1105], [3.5990, 1.0092, 1.2725], [4.5451, 0.0777, 0.5812], [4.3895, 0.1586, -0.9423], [4.8096, 1.5148, -1.4758], [4.7947, 1.5215, -3.6119], [2.1414, 0.8161, 1.0060], [1.6816, -0.2960, 0.8817], [0.3015, 7.8419, 1.8425], [1.1180, 7.9758, 3.4189], [-0.6549, 7.9957, 3.3336], [1.9810, 6.1499, 2.1069], [1.8947, 5.1934, 3.5831], [-0.5809, 5.3641, 0.9337], [-2.3965, 3.0958, -0.7741], [-1.8755, 4.7912, -0.6695], [0.3005, 0.1746, -0.6190], [0.4738, 1.3724, -1.8992], [-3.8155, 1.0091, -1.7077], [-3.9605, -0.5285, -0.8972], [-4.2674, 0.9766, 0.0178], [4.9679, 2.1681, 2.4025], [5.5612, 0.3823, 0.8361], [4.3988, -0.9479, 0.9143], [4.9931, -0.6109, -1.4214], [3.3576, -0.0308, -1.2409], [4.1377, 2.3189, -1.1910], [5.8208, 1.7796, -1.1813], [6.7144, -2.9595, -6.1655], [6.9820, -2.3493, -4.8788], [8.0186, -1.5421, -4.5259], [9.0394, -1.2197, -5.5934], [8.1064, -1.0970, -3.3952], [5.7534, -2.6241, -6.5593], [6.6899, -4.0473, -6.0803], [7.4876, -2.6902, -6.8767], [6.3321, -2.5191, -4.1278], [9.7894, -0.5696, -5.1549], [9.5231, -2.1262, -5.9588], [8.5736, -0.7077, -6.4362], [0.1260, -2.8672, 1.4202], [-0.0333, -4.3097, 1.5315], [-0.9169, -4.9990, 2.2882], [-1.8693, -4.1943, 3.1437], [-0.9428, -6.2232, 2.2754], [-0.0419, -2.5457, 0.3925], [1.1294, -2.5672, 1.7129], [-0.5895, -2.3558, 2.0538], [0.5739, -4.8991, 0.9842], [-2.5085, -4.8871, 3.6826], [-1.3247, -3.5800, 3.8609], [-2.4881, -3.5404, 2.5285], [-2.7426, 9.5071, -1.9162], [-1.5814, 9.1834, -1.1104], [-0.7368, 8.1271, -1.2373], [-1.0232, 7.1373, -2.3435], [0.2043, 7.9840, -0.4726], [-2.6210, 10.4803, -2.3941], [-3.6429, 9.5367, -1.3004], [-2.8821, 8.7611, -2.6909], [-1.3400, 9.8031, -0.3531], [-0.2568, 6.3686, -2.3144], [-2.0031, 6.6790, -2.1952], [-1.0047, 7.6122, -3.3241], [-1.8642, -8.7803, 3.9193], [-2.6174, -10.0226, 3.8197], [-3.3728, -10.6350, 4.7637], [-3.4631, -9.9637, 6.1171], [-3.9558, -11.6822, 4.5289], [-2.2080, -8.0565, 3.1864], [-0.8048, -8.9639, 3.7388], [-1.9753, -8.3531, 4.9105], [-2.5951, -10.5174, 2.9422], [-4.0985, -10.5724, 6.7524], [-2.4777, -9.8765, 6.5757], [-3.8954, -8.9664, 6.0298], [-8.0881, -3.3260, -0.3694], [-7.1623, -2.4217, -1.0240], [-5.9355, -2.6982, -1.5331], [-5.4383, -4.1200, -1.4220], [-5.2659, -1.8201, -2.0582], [-9.0305, -3.3743, -0.9169], [-8.2973, -2.9923, 0.6479], [-7.6679, -4.3245, -0.3223], [-7.4360, -1.4578, -1.1323], [-4.4523, -4.1692, -1.8726], [-5.3682, -4.4288, -0.3785], [-6.1030, -4.8076, -1.9457]], "lowdin_charge": [-0.0967, -0.1850, -0.1528, -0.0798, 0.0633, -0.1126, -0.0237, -0.4619, 0.1732, 0.0968, -0.0563, -0.0818, -0.0131, -0.5224, 0.0281, 0.1228, -0.0062, -0.0210, -0.3096, 0.1176, 0.0805, -0.1438, -0.1321, -0.3129, -0.6576, 0.7608, -0.2645, 0.1146, 0.0593, 0.0896, 0.0868, 0.1402, 0.1160, 0.1251, 0.1218, 0.1227, 0.1082, 0.1415, 0.0911, 0.0626, 0.0961, 0.1334, 0.1219, 0.1263, 0.0960, 0.0958, 0.0376, 0.0488, -0.0790, 0.0065, -0.5622, -0.0115, 0.0162, 0.0828, 0.0822, 0.0692, 0.1345, 0.0815, 0.0829, 0.0834, -0.0733, 0.0157, -0.5463, -0.0059, 0.0115, 0.0823, 0.0707, 0.0717, 0.1383, 0.0773, 0.0859, 0.0825, -0.0747, 0.0114, -0.5358, -0.0023, 0.0254, 0.0841, 0.0837, 0.0711, 0.1404, 0.0764, 0.0815, 0.0930, -0.0756, 0.0080, -0.5624, -0.0170, 0.0204, 0.0602, 0.0851, 0.0704, 0.1373, 0.0786, 0.0812, 0.0802, -0.0746, 0.0100, -0.5399, -0.0057, 0.0159, 0.0838, 0.0838, 0.0709, 0.1401, 0.0834, 0.0847, 0.0855], "de_lowest_kcal_mol": 0.00, "gap_ha": 0.2996, "total_charge": 0, "smiles": "COCc1cc(CC(=O)F)c(COC(C)=O)c2c1C(=O)C=C(CCCI)C2=O.CNC(C)=O.CNC(C)=O.CNC(C)=O.CNC(C)=O.CNC(C)=O", "fmax_ev_per_a": 0.6}

7.
{"formula": "C25H27BrN6STi", "method": "ωB97M-V/def2-TZVPD", "symbols": ["Ti", "C", "C", "C", "C", "N", "C", "C", "C", "C", "C", "C", "N", "C", "C", "C", "C", "C", "N", "H", "H", "H", "H", "H", "H", "H", "H", "H", "H", "H", "Br", "C", "C", "C", "C", "N", "C", "H", "H", "H", "H", "C", "C", "N", "C", "S", "N", "C", "C", "H", "H", "H", "H", "H", "H", "H", "H", "H", "H", "H", "H"], "positions_angstrom": [[-0.0314, -0.0889, 0.6641], [4.2799, -0.3355, 0.0235], [4.6263, 1.0040, -0.0878], [3.6192, 1.9673, -0.1046], [2.3120, 1.5663, 0.0116], [1.9668, 0.2547, 0.1688], [2.9507, -0.6731, 0.1508], [1.1523, 2.4642, -0.0865], [1.1807, 3.8059, -0.3839], [-0.0265, 4.4829, -0.5325], [-1.2362, 3.8047, -0.4007], [-1.2099, 2.4624, -0.1047], [-0.0297, 1.8140, 0.0688], [-2.3773, 1.5803, 0.0453], [-3.6811, 2.0014, -0.0281], [-4.7049, 1.0723, 0.1599], [-4.3782, -0.2528, 0.4089], [-3.0503, -0.6145, 0.4715], [-2.0468, 0.2798, 0.3015], [5.0335, -1.1108, 0.0005], [5.6644, 1.2989, -0.1790], [3.8701, 3.0126, -0.2194], [2.6488, -1.7061, 0.2308], [2.1166, 4.3294, -0.5180], [-0.0256, 5.5397, -0.7725], [-2.1720, 4.3280, -0.5356], [-3.9209, 3.0370, -0.2266], [-5.7406, 1.3856, 0.1113], [-5.1457, -1.0017, 0.5499], [-2.7671, -1.6367, 0.6663], [2.5760, -1.3427, 5.5466], [1.1637, -0.4703, 4.7048], [0.1959, 0.2304, 5.4241], [-0.8462, 0.8467, 4.7382], [-0.9099, 0.7514, 3.3707], [0.0363, 0.0753, 2.6685], [1.0617, -0.5134, 3.3345], [0.2541, 0.2932, 6.5044], [-1.6087, 1.3950, 5.2750], [-1.7183, 1.2061, 2.8178], [1.8102, -1.0364, 2.7556], [0.5800, -5.3254, 2.6713], [1.4527, -4.7837, 1.5501], [0.7834, -4.8767, 0.2327], [0.0945, -3.9656, -0.4083], [-0.1173, -2.3672, 0.3576], [-0.4727, -4.1633, -1.5728], [-0.4441, -5.4546, -2.3150], [-1.4511, -6.4628, -1.7790], [1.1364, -5.3007, 3.6080], [0.3030, -6.3634, 2.4859], [-0.3328, -4.7381, 2.7875], [2.3752, -5.3557, 1.4692], [1.7204, -3.7419, 1.7212], [0.7927, -5.7984, -0.1929], [-0.9964, -3.4086, -1.9887], [0.5784, -5.8373, -2.2908], [-0.6607, -5.2047, -3.3503], [-1.2720, -6.7303, -0.7353], [-1.3798, -7.3756, -2.3697], [-2.4694, -6.0864, -1.8714]], "lowdin_charge": [1.0209, 0.0311, 0.0662, 0.0702, -0.1676, -0.0248, -0.0810, -0.1440, 0.0785, 0.0830, 0.0780, -0.1514, 0.0184, -0.1850, 0.0688, 0.0661, 0.0309, -0.0748, -0.0369, 0.1450, 0.1530, 0.1432, 0.0950, 0.1451, 0.1563, 0.1442, 0.1427, 0.1531, 0.1459, 0.0921, 0.9366, -0.6474, 0.0087, 0.0272, -0.0652, -0.0856, -0.1491, 0.1463, 0.1471, 0.1228, 0.0981, -0.0474, -0.2079, 0.0712, -0.6033, 0.8115, 0.0501, -0.1677, -0.0473, 0.0967, 0.0970, 0.0772, 0.1407, 0.0735, 0.1615, 0.1494, 0.1311, 0.1385, 0.0762, 0.1054, 0.0922], "gap_ha": 0.2244, "total_charge": 4, "fmax_ev_per_a": 1.7}